Entry from the OMol25 dataset: a 2-piece molecular cluster, C3H5ClF4Si2 overall in a non-equilibrium geometry (ωB97M-V with the def2-TZVPD basis set).

CARTESIAN COORDINATES (ANGSTROEM)
C1 -0.254 0.182 -3.155
Si1 -0.184 0.717 -1.375
F1 -1.617 1.165 -0.836
F2 0.598 2.120 -1.212
Si2 1.032 -0.454 0.040
F3 1.916 -1.666 -0.519
F4 0.156 -1.406 0.984
H1 0.499 0.878 -3.607
H2 0.102 -0.898 -3.268
H3 -1.203 0.345 -3.581
H4 2.091 0.035 0.931
C2 -0.611 -0.929 4.191
C3 -1.039 0.063 3.670
Cl1 -1.447 1.481 3.022
H5 -0.040 -1.631 4.713

Cartesian forces, eV/Å:
2.4 -0.7 0.9
-1.0 1.9 -1.4
-0.2 -0.6 0.1
0.3 -0.1 -0.4
1.8 -3.1 2.8
0.3 0.0 -1.6
-1.0 0.6 0.2
-0.5 -0.7 0.0
-0.5 1.5 0.0
-1.1 0.1 -0.6
-0.3 1.1 0.0
-0.2 1.1 -0.4
0.6 -1.1 0.7
-0.5 0.8 -0.6
0.1 -0.9 0.3

Output
**Orbital gap**: 10.035 eV
**F_max**: 4.5 eV/Å
**Multiplicity**: 1
**SMILES string**: C[Si](F)(F)[SiH](F)F.C#CCl

---

Entry from the OMol25 dataset: C3H4O2 in the gas phase in a non-equilibrium geometry (ωB97M-V with the def2-TZVPD basis set).

CARTESIAN COORDINATES (ANGSTROEM)
C1 0.367 1.764 0.815
C2 -0.569 0.757 0.442
C3 -0.322 -0.452 -0.271
O1 0.922 -0.939 -0.358
O2 -1.182 -1.281 -0.777
H1 1.456 1.260 0.527
H2 -1.585 1.015 0.610
H3 1.475 -0.188 0.190
H4 -0.562 -1.935 -1.178

Cartesian forces, eV/Å:
1.1 -2.9 -1.0
0.7 0.8 -0.3
2.1 0.6 1.8
0.4 2.6 1.4
0.4 -0.2 -0.6
-1.4 1.1 0.5
-1.0 -0.1 -0.1
-1.2 -1.8 -1.6
-1.1 -0.2 0.0

Output
**Energy above the lowest of the compared OMol25 structures with the same formula, charge and spin**: 396.81 kJ/mol
**Orbital gap**: 8.382 eV
**F_max**: 3.3 eV/Å
**Multiplicity**: 1

---

Entry from the OMol25 dataset: a 3-piece molecular cluster, C7H14 overall in a non-equilibrium geometry (ωB97M-V with the def2-TZVPD basis set).

CARTESIAN COORDINATES (ANGSTROEM)
C1 -1.973 1.091 -0.183
C2 -1.165 -0.186 -0.384
C3 0.072 -0.327 0.415
C4 -0.260 -0.201 1.850
C5 0.955 -1.499 0.049
C6 1.498 -0.126 -0.111
C7 1.794 0.473 -1.465
H1 -2.665 1.268 -1.012
H2 -2.562 0.957 0.725
H3 -1.376 2.004 -0.035
H4 -1.889 -1.133 0.467
H5 -0.982 -0.405 -1.457
H6 -0.737 0.730 2.171
H7 0.632 -0.384 2.495
H8 -1.440 -1.088 1.703
H9 1.301 -2.120 0.869
H10 0.660 -2.038 -0.848
H11 2.197 0.188 0.661
H12 1.624 1.553 -1.450
H13 1.172 0.040 -2.256
H14 2.844 0.302 -1.734

Cartesian forces, eV/Å:
-0.2 0.0 0.2
-1.2 -1.5 0.9
0.2 -0.1 -0.1
-1.7 -1.4 0.2
-0.1 -0.3 0.1
-0.2 0.4 0.2
0.0 0.0 0.0
0.1 -0.1 0.1
-0.1 0.3 0.0
0.1 -0.3 -0.2
1.3 1.9 -3.2
-0.5 -0.3 0.7
0.2 -0.1 -0.2
-1.1 -0.5 -0.1
3.2 1.9 1.6
0.0 0.0 -0.1
0.1 0.0 0.1
-0.1 0.0 -0.1
0.0 -0.1 -0.1
0.1 0.1 0.2
-0.2 0.0 0.0

Output
**Energy above the lowest of the compared OMol25 structures with the same formula, charge and spin**: 392.08 kJ/mol
**Orbital gap**: 10.528 eV
**F_max**: 4.0 eV/Å
**Multiplicity**: 1

---

Copy entry 1 word for word.
Entry from the OMol25 dataset: a 2-piece molecular cluster, C3H5ClF4Si2 overall in a non-equilibrium geometry (ωB97M-V with the def2-TZVPD basis set).

CARTESIAN COORDINATES (ANGSTROEM)
C1 -0.254 0.182 -3.155
Si1 -0.184 0.717 -1.375
F1 -1.617 1.165 -0.836
F2 0.598 2.120 -1.212
Si2 1.032 -0.454 0.040
F3 1.916 -1.666 -0.519
F4 0.156 -1.406 0.984
H1 0.499 0.878 -3.607
H2 0.102 -0.898 -3.268
H3 -1.203 0.345 -3.581
H4 2.091 0.035 0.931
C2 -0.611 -0.929 4.191
C3 -1.039 0.063 3.670
Cl1 -1.447 1.481 3.022
H5 -0.040 -1.631 4.713

Cartesian forces, eV/Å:
2.4 -0.7 0.9
-1.0 1.9 -1.4
-0.2 -0.6 0.1
0.3 -0.1 -0.4
1.8 -3.1 2.8
0.3 0.0 -1.6
-1.0 0.6 0.2
-0.5 -0.7 0.0
-0.5 1.5 0.0
-1.1 0.1 -0.6
-0.3 1.1 0.0
-0.2 1.1 -0.4
0.6 -1.1 0.7
-0.5 0.8 -0.6
0.1 -0.9 0.3

Output
**Orbital gap**: 10.035 eV
**F_max**: 4.5 eV/Å
**Multiplicity**: 1
**SMILES string**: C[Si](F)(F)[SiH](F)F.C#CCl

---

Repeat the second record exactly.
Entry from the OMol25 dataset: C3H4O2 in the gas phase in a non-equilibrium geometry (ωB97M-V with the def2-TZVPD basis set).

CARTESIAN COORDINATES (ANGSTROEM)
C1 0.367 1.764 0.815
C2 -0.569 0.757 0.442
C3 -0.322 -0.452 -0.271
O1 0.922 -0.939 -0.358
O2 -1.182 -1.281 -0.777
H1 1.456 1.260 0.527
H2 -1.585 1.015 0.610
H3 1.475 -0.188 0.190
H4 -0.562 -1.935 -1.178

Cartesian forces, eV/Å:
1.1 -2.9 -1.0
0.7 0.8 -0.3
2.1 0.6 1.8
0.4 2.6 1.4
0.4 -0.2 -0.6
-1.4 1.1 0.5
-1.0 -0.1 -0.1
-1.2 -1.8 -1.6
-1.1 -0.2 0.0

Output
**Energy above the lowest of the compared OMol25 structures with the same formula, charge and spin**: 396.81 kJ/mol
**Orbital gap**: 8.382 eV
**F_max**: 3.3 eV/Å
**Multiplicity**: 1

---

- Look up the multiplicity of the first one.
  1

---

Copy entry 1 word for word.
Entry from the OMol25 dataset: a 2-piece molecular cluster, C3H5ClF4Si2 overall in a non-equilibrium geometry (ωB97M-V with the def2-TZVPD basis set).

CARTESIAN COORDINATES (ANGSTROEM)
C1 -0.254 0.182 -3.155
Si1 -0.184 0.717 -1.375
F1 -1.617 1.165 -0.836
F2 0.598 2.120 -1.212
Si2 1.032 -0.454 0.040
F3 1.916 -1.666 -0.519
F4 0.156 -1.406 0.984
H1 0.499 0.878 -3.607
H2 0.102 -0.898 -3.268
H3 -1.203 0.345 -3.581
H4 2.091 0.035 0.931
C2 -0.611 -0.929 4.191
C3 -1.039 0.063 3.670
Cl1 -1.447 1.481 3.022
H5 -0.040 -1.631 4.713

Cartesian forces, eV/Å:
2.4 -0.7 0.9
-1.0 1.9 -1.4
-0.2 -0.6 0.1
0.3 -0.1 -0.4
1.8 -3.1 2.8
0.3 0.0 -1.6
-1.0 0.6 0.2
-0.5 -0.7 0.0
-0.5 1.5 0.0
-1.1 0.1 -0.6
-0.3 1.1 0.0
-0.2 1.1 -0.4
0.6 -1.1 0.7
-0.5 0.8 -0.6
0.1 -0.9 0.3

Output
**Orbital gap**: 10.035 eV
**F_max**: 4.5 eV/Å
**Multiplicity**: 1
**SMILES string**: C[Si](F)(F)[SiH](F)F.C#CCl